No. 1
The following is a quantum chemistry calculation of C2H4N2O4 in the gas phase, from the Open Molecules 2025 dataset.

CARTESIAN COORDINATES (ANGSTROEM)
O 2.02889 0.47614 -0.69911
C 1.90714 -0.62309 -0.18477
O 0.81031 -1.19986 0.28654
C -0.40883 -0.60290 0.14525
N -1.33762 -1.20031 -0.51595
O -2.49372 -0.44671 -0.51681
N -0.63541 0.65447 0.73714
O -0.58757 1.58678 -0.32261
H 2.75761 -1.26830 0.00352
H -2.44355 0.20806 0.22631
H 0.05055 0.96986 1.41662
H 0.35221 1.44585 -0.57615

As for the LUMO energy: 0.5165 eV. For the total energy, the calculation gives -13305.0182 eV. As for the SMILES: O=CO/C(=N/O)NO. The frontier orbital gap is 10.43 eV. The value obtained for the energy relative to the best compared isomer or geometry (same formula, charge and spin) is 3.342 eV. The calculation puts the highest occupied orbital energy at -9.92 eV.

For reference, the natural (NBO) charges in units of e are: number 1, O, carries -0.592; number 2, C, carries 0.665; number 3, O, carries -0.475; number 4, C, carries 0.505; number 5, N, carries -0.080; number 6, O, carries -0.528; number 7, N, carries -0.407; number 8, O, carries -0.553; number 9, H, carries 0.142; number 10, H, carries 0.471; number 11, H, carries 0.373; number 12, H, carries 0.479



No. 2
The following is a quantum chemistry calculation of C2H4N2OS in the gas phase, from the Open Molecules 2025 dataset.

CARTESIAN COORDINATES (ANGSTROEM)
H -0.29673 1.69775 0.36864
N -1.07667 1.17580 -0.04514
C -0.61050 -0.03181 0.18647
N -1.34277 -1.11050 -0.20917
O 0.71540 -0.43152 0.44568
C 1.65235 0.40800 -0.09471
S 3.13825 -0.24005 -0.04626
H -2.42505 -1.00893 -0.32279
H -0.92087 -1.88398 0.08585
H 1.16660 1.42524 -0.36857

As for the LUMO energy: -0.3115 eV. For the total energy, the calculation gives -17999.9463 eV. As for the SMILES: [H]/N=C(/N)OC=S. The frontier orbital gap is 8.99 eV. The value obtained for the energy relative to the best compared isomer or geometry (same formula, charge and spin) is 2.713 eV. The calculation puts the highest occupied orbital energy at -9.30 eV.

For reference, the natural (NBO) charges in units of e are: number 1, H, carries 0.315; number 2, N, carries -0.722; number 3, C, carries 0.661; number 4, N, carries -0.801; number 5, O, carries -0.511; number 6, C, carries 0.001; number 7, S, carries 0.034; number 8, H, carries 0.426; number 9, H, carries 0.385; number 10, H, carries 0.213



No. 3
The following is a quantum chemistry calculation of C2H4N2OS in the gas phase, from the Open Molecules 2025 dataset.

CARTESIAN COORDINATES (ANGSTROEM)
N 0.85984 1.13612 -0.00180
N -0.05668 0.07528 0.04834
C 0.45092 -1.24603 0.06105
O 1.59101 -1.50410 -0.10054
C -1.35251 0.41552 -0.07601
S -2.60606 -0.62305 -0.00273
H 1.35035 1.27458 0.91067
H 1.58934 0.92077 -0.65754
H -0.35087 -1.92832 0.21170
H -1.47533 1.47922 -0.39315

As for the LUMO energy: -0.2362 eV. For the total energy, the calculation gives -18000.5376 eV. As for the SMILES: NN(C=O)C=S. The frontier orbital gap is 8.71 eV. The value obtained for the energy relative to the best compared isomer or geometry (same formula, charge and spin) is 2.122 eV. The calculation puts the highest occupied orbital energy at -8.95 eV.

For reference, the natural (NBO) charges in units of e are: number 1, N, carries -0.647; number 2, N, carries -0.329; number 3, C, carries 0.541; number 4, O, carries -0.528; number 5, C, carries -0.072; number 6, S, carries -0.081; number 7, H, carries 0.365; number 8, H, carries 0.372; number 9, H, carries 0.153; number 10, H, carries 0.226



No. 4
The following is a quantum chemistry calculation of C2H4N2OS in the gas phase, from the Open Molecules 2025 dataset.

CARTESIAN COORDINATES (ANGSTROEM)
H -0.45321 2.35829 -1.86494
N -0.26066 1.76329 -0.91379
C 0.59238 0.81535 -1.57250
N 1.27878 -0.34710 -0.85305
O 1.11507 -0.04933 0.49999
C 0.09904 -0.37305 1.31031
S -1.36402 -0.84958 0.82254
H 0.79978 0.54112 -2.66538
H 0.63598 -1.11035 -1.02685
H 0.64590 -0.36819 2.33766

As for the LUMO energy: 0.2293 eV. For the total energy, the calculation gives -17997.1184 eV. As for the SMILES: [H]/N=C/NOC=S. The frontier orbital gap is 9.47 eV. The value obtained for the energy relative to the best compared isomer or geometry (same formula, charge and spin) is 5.541 eV. The calculation puts the highest occupied orbital energy at -9.24 eV.

For reference, the natural (NBO) charges in units of e are: number 1, H, carries 0.348; number 2, N, carries -0.604; number 3, C, carries 0.205; number 4, N, carries -0.311; number 5, O, carries -0.375; number 6, C, carries 0.025; number 7, S, carries -0.055; number 8, H, carries 0.184; number 9, H, carries 0.365; number 10, H, carries 0.218



No. 5
The following is a quantum chemistry calculation of C2H4N2OS in the gas phase, from the Open Molecules 2025 dataset.

CARTESIAN COORDINATES (ANGSTROEM)
H -0.25960 -2.52043 -0.01240
N 0.01118 -1.55709 0.05324
C -0.58284 -0.83458 -0.76237
N -0.44264 0.53194 -0.89815
S 0.89515 1.37674 -0.35921
C 0.90940 1.09279 1.35380
O 1.61405 1.67609 2.11475
H -1.36881 -1.11325 -1.48550
H -0.88419 0.94727 -1.68253
H 0.10830 0.40052 1.67835

As for the LUMO energy: 0.4095 eV. For the total energy, the calculation gives -18000.6573 eV. As for the SMILES: [H]/N=C/NSC=O. The frontier orbital gap is 9.52 eV. The value obtained for the energy relative to the best compared isomer or geometry (same formula, charge and spin) is 2.002 eV. The calculation puts the highest occupied orbital energy at -9.11 eV.

For reference, the natural (NBO) charges in units of e are: number 1, H, carries 0.361; number 2, N, carries -0.701; number 3, C, carries 0.283; number 4, N, carries -0.780; number 5, S, carries 0.428; number 6, C, carries 0.228; number 7, O, carries -0.520; number 8, H, carries 0.144; number 9, H, carries 0.409; number 10, H, carries 0.148



No. 6
The following is a quantum chemistry calculation of C2H4N2OS in the gas phase, from the Open Molecules 2025 dataset.

CARTESIAN COORDINATES (ANGSTROEM)
C 0.09813 -0.98580 0.00779
C 1.10912 0.34345 -0.36043
N -1.11627 -0.90470 0.40494
N 0.75958 1.57101 0.00908
O -3.32633 0.07521 -0.42257
S -2.23324 0.23564 0.50993
H 0.76805 -1.83321 0.08853
H 1.89059 -0.25064 0.15490
H 1.20361 0.08670 -1.45868
H 0.84676 1.66234 1.06652

As for the LUMO energy (spin up / spin down): -1.2815 / -0.8440 eV. For the total energy, the calculation gives -17996.9967 eV. The frontier orbital gap (spin up / spin down) is 6.90 / 8.34 eV. The value obtained for the energy relative to the best compared isomer or geometry (same formula, charge and spin) is 5.663 eV. The calculation puts the highest occupied orbital energy (spin up / spin down) at -8.18 / -9.18 eV.

For reference, the natural (NBO) charges in units of e are: number 1, C, carries 0.232; number 2, C, carries -0.307; number 3, N, carries -0.698; number 4, N, carries -0.549; number 5, O, carries -0.832; number 6, S, carries 1.242; number 7, H, carries 0.193; number 8, H, carries 0.196; number 9, H, carries 0.201; number 10, H, carries 0.321



Number 1: M 120.1 g mol⁻¹. Number 2: M 104.1 g mol⁻¹. Number 3: M 104.1 g mol⁻¹. Number 4: M 104.1 g mol⁻¹. Number 5: M 104.1 g mol⁻¹. Number 6: M 104.1 g mol⁻¹.